# C44H52ClF4GeMoN8O7PS

C44H52ClF4GeMoN8O7PS as an isolated structure at a distorted geometry (ωB97M-V with the def2-TZVPD basis set, the OMol25 dataset).

2S+1: 3
Charge: +2
Energy in eV: -174600.6901

Geometry (Å):
Mo  -1.16  0.50  0.78
Ge  0.07  -2.16  -1.42
Cl  -6.02  5.63  -1.19
S  -2.44  -2.46  1.12
P  -4.27  0.12  -2.28
F  4.61  -2.64  0.45
F  -2.07  -2.77  3.73
F  -3.66  -3.99  2.93
F  -1.60  -4.51  2.53
O  0.72  0.36  0.39
O  0.17  4.42  0.63
O  -1.28  -1.58  1.42
O  -3.68  -1.73  1.09
O  -0.61  2.47  1.38
O  -2.27  -3.44  0.08
O  -1.81  1.64  -0.61
N  -7.11  -0.04  -2.17
N  9.35  -1.23  1.19
N  6.99  -0.96  0.34
N  -0.58  0.27  2.89
N  -2.88  0.93  1.73
N  -6.11  -0.29  -4.37
N  3.96  2.84  0.14
N  -5.93  -2.08  -2.77
C  4.93  3.84  -0.28
C  5.65  -0.49  0.31
C  -0.70  -3.31  -2.84
C  3.26  -0.76  0.46
C  4.52  -1.30  0.40
C  0.75  -0.19  4.81
C  -3.76  1.86  1.45
C  6.07  3.58  -1.21
C  0.60  0.11  3.45
C  8.76  -2.56  0.86
C  -2.94  0.37  3.02
C  5.45  0.89  0.24
C  -4.04  -0.37  5.05
C  -4.75  3.64  0.12
C  7.92  -0.49  -0.67
C  -4.76  4.45  -0.99
C  -3.75  2.67  0.29
C  -2.84  -0.50  5.70
C  7.24  -2.37  0.67
C  -4.62  -1.72  -2.23
C  3.06  0.62  0.37
C  -1.69  0.13  3.65
C  -2.46  -3.50  2.67
C  1.60  2.55  0.53
C  9.31  -0.35  -0.02
C  -6.07  -1.74  -4.18
C  0.87  -3.34  -0.04
C  -1.64  -0.25  5.01
C  1.53  -1.22  -2.41
C  -2.77  3.40  -1.82
C  0.28  3.23  0.84
C  -3.76  4.34  -1.96
C  6.34  3.96  0.22
C  4.18  1.47  0.23
C  1.72  1.14  0.42
C  2.71  3.31  0.36
C  -2.73  2.55  -0.70
C  -4.10  0.09  3.72
C  -7.01  -1.57  -2.02
C  -4.82  0.34  -4.06
C  -5.93  0.62  -1.54
C  -7.19  0.28  -3.66
C  -0.36  -0.39  5.59
C  -1.29  -0.76  -1.04
H  -6.04  1.70  -1.63
H  4.42  4.78  -0.42
H  -4.55  -2.07  -1.19
H  -7.96  0.28  -1.71
H  6.24  2.57  -1.56
H  -7.19  1.36  -3.76
H  -4.49  2.10  2.22
H  8.95  -3.27  1.66
H  -2.25  -1.26  -1.02
H  2.59  4.39  0.40
H  7.97  -1.19  -1.51
H  10.30  -1.32  1.54
H  0.07  -3.98  -3.23
H  -5.51  3.76  0.88
H  -5.06  0.19  3.24
H  -4.88  1.40  -4.29
H  2.46  -1.79  -2.37
H  -7.00  -2.17  -4.57
H  -4.96  -0.61  5.56
H  9.24  -2.93  -0.05
H  6.25  4.33  -1.98
H  8.76  -0.81  1.91
H  -1.52  -3.91  -2.45
H  -0.27  -0.67  6.63
H  0.82  -2.92  0.96
H  -8.14  -0.13  -4.03
H  10.10  -0.65  -0.70
H  1.75  -0.29  5.22
H  6.72  -2.61  1.59
H  -3.77  5.00  -2.82
H  6.33  1.51  0.21
H  1.73  -0.22  -2.04
H  -2.80  -0.83  6.73
H  0.31  -4.27  -0.03
H  7.61  0.47  -1.07
H  -3.85  -2.24  -2.79
H  6.90  -3.06  -0.11
H  9.50  0.68  0.31
H  6.70  4.96  0.42
H  1.91  -3.56  -0.29
H  -1.98  3.31  -2.55
H  -4.06  -0.10  -4.71
H  -6.89  -1.79  -0.96
H  1.46  0.22  2.81
H  -1.06  -2.69  -3.66
H  -5.23  -2.15  -4.74
H  -7.96  -1.98  -2.38
H  -5.90  0.36  -0.48
H  6.73  3.23  0.91
H  1.24  -1.15  -3.46
H  2.40  -1.41  0.56
H  -1.28  -0.15  -1.95

# C44H54F5N8OS3SiW

C44H54F5N8OS3SiW as an isolated structure at a distorted geometry (ωB97M-V with the def2-TZVPD basis set, the OMol25 dataset).

2S+1: 3
Energy relative to the best compared isomer or geometry (same formula, charge and spin) in kcal/mol: 21.4
Charge: +1
Energy in eV: -116260.7032

Geometry (Å):
W  3.44  -7.41  21.75
S  3.23  -9.10  23.43
S  1.20  -7.60  21.52
S  4.14  -9.13  20.25
Si  8.66  -4.47  17.54
F  4.52  -7.13  14.75
F  6.72  -8.30  18.75
F  6.81  -7.53  16.22
F  2.00  -8.18  18.51
F  2.16  -7.31  15.92
O  3.60  -5.43  22.58
N  1.33  -11.05  23.62
N  3.79  -6.10  20.01
N  2.38  -2.04  19.79
N  5.61  -7.41  22.54
N  -0.44  -9.68  21.89
N  2.63  -4.34  18.85
N  1.81  -4.14  21.81
N  3.49  -3.23  22.99
C  3.82  -13.93  21.18
C  3.26  -7.57  16.63
C  10.94  -5.42  19.14
C  2.49  -3.12  19.32
C  4.33  -8.36  18.65
C  5.63  -7.73  16.78
C  7.94  -7.14  22.15
C  1.69  -9.85  23.02
C  -1.11  -10.01  19.01
C  3.21  -5.29  19.42
C  5.83  -7.14  23.83
C  11.13  -4.13  17.00
C  10.31  -5.19  17.78
C  8.08  -4.24  20.45
C  3.36  -12.94  22.00
C  6.46  -4.57  15.75
C  8.12  -6.77  23.42
C  8.11  -2.78  15.36
C  -0.12  -11.52  23.41
C  6.39  -3.35  18.80
C  6.65  -7.35  21.71
C  10.68  -6.53  17.09
C  -0.51  -11.14  22.00
C  -1.80  -7.71  17.55
C  3.20  -8.04  17.94
C  0.83  -9.17  22.19
C  2.29  -12.05  24.05
C  5.53  -8.14  18.08
C  2.53  -13.26  23.08
C  2.98  -4.38  22.43
C  8.62  -5.20  14.79
C  3.41  -15.29  21.36
C  -1.24  -10.05  17.60
C  8.84  -2.37  18.88
C  -1.80  -7.71  18.92
C  7.92  -3.64  18.96
C  -1.42  -8.85  19.71
C  -1.47  -8.87  16.86
C  2.09  -14.57  23.26
C  7.99  -4.23  15.87
C  7.09  -6.76  24.31
C  4.48  -7.49  16.05
C  2.53  -15.55  22.40
C  -1.43  -8.89  21.23
H  4.38  -3.26  23.48
H  1.51  -4.97  21.31
H  9.09  -6.59  23.81
H  6.38  -7.53  20.64
H  9.12  -2.41  15.50
H  12.03  -5.60  18.97
H  -1.90  -6.74  19.43
H  -2.36  -9.35  21.51
H  1.55  -14.79  24.17
H  9.96  -7.31  17.39
H  -1.41  -7.86  21.57
H  11.75  -6.75  17.31
H  9.93  -2.60  18.94
H  8.07  -4.89  13.89
H  -1.10  -10.99  17.02
H  0.08  -11.65  21.25
H  8.74  -1.82  19.83
H  3.30  -11.65  24.19
H  -0.16  -12.59  23.60
H  9.12  -4.14  20.78
H  1.64  -3.24  21.36
H  -0.63  -11.01  24.23
H  7.24  -6.66  25.37
H  -1.53  -11.39  21.77
H  -1.84  -6.77  17.02
H  1.98  -12.42  25.04
H  6.22  -5.26  16.57
H  2.14  -16.53  22.55
H  6.05  -2.65  19.63
H  10.96  -4.26  15.94
H  8.51  -1.62  18.10
H  10.99  -4.48  19.72
H  3.69  -11.92  21.93
H  -1.54  -8.87  15.78
H  6.06  -4.90  14.79
H  -0.89  -10.91  19.52
H  11.00  -3.08  17.44
H  7.98  -2.85  14.30
H  7.39  -2.09  15.86
H  10.46  -6.20  19.69
H  3.02  -2.40  23.07
H  3.80  -16.14  20.80
H  4.95  -7.15  24.43
H  12.21  -4.27  17.21
H  8.84  -7.09  21.49
H  9.67  -5.06  14.65
H  10.54  -6.43  16.01
H  6.07  -2.96  17.85
H  8.28  -6.17  15.02
H  7.79  -5.29  20.36
H  4.49  -13.70  20.37
H  5.80  -4.32  18.92
H  5.86  -3.68  16.03
H  7.43  -3.64  21.15